ORCA calculation (ωB97M-V/def2-TZVPD) on a molecular structure, C24H28CoN4O2S4Sb at a distorted geometry.

The value obtained for the lowest unoccupied orbital energy (alpha / beta) is 1.607 / 1.604 eV. The HOMO energy (alpha / beta) is -2.47 / -2.53 eV. For the total energy, the calculation gives -122904.4876 eV.

```
! wB97M-V def2-TZVPD RIJCOSX def2/J DEFGRID3
* xyz -1 2
Co -0.001 -0.512 0.133
C -6.227 2.135 -0.051
C -4.896 1.538 0.338
C -4.211 1.988 1.458
C -2.993 1.402 1.883
C -2.183 1.821 2.932
N -2.182 3.060 3.563
C -2.290 4.278 2.762
C -1.339 4.371 1.554
C 0.155 4.299 1.881
N 0.622 2.944 2.101
C 1.627 2.637 2.903
C 2.267 1.404 2.959
C 3.300 1.159 3.903
C 3.928 -0.058 3.982
C 5.030 -0.295 4.987
C 3.523 -1.093 3.124
C 2.517 -0.929 2.172
C 2.144 -2.021 1.323
N 1.191 -2.053 0.438
C 1.093 -3.298 -0.309
C -0.317 -3.611 -0.791
C -0.871 -2.536 -1.729
N -1.279 -1.398 -0.936
C -2.526 -1.069 -0.935
C -3.126 -0.083 -0.085
C -4.346 0.523 -0.433
C -2.466 0.275 1.123
O -1.403 -0.316 1.515
C 1.894 0.353 2.048
O 1.046 0.602 1.156
H -6.465 3.005 0.563
H -7.030 1.405 0.077
H -6.226 2.444 -1.098
H -4.641 2.783 2.057
H -1.422 1.126 3.259
H -1.412 3.121 4.209
H -2.110 5.119 3.438
H -3.310 4.373 2.390
H -1.532 5.325 1.058
H -1.584 3.578 0.842
H 0.377 4.899 2.771
H 0.709 4.737 1.045
H 0.408 2.237 1.387
H 1.926 3.418 3.598
H 3.594 1.967 4.567
H 5.477 0.648 5.301
H 5.812 -0.920 4.554
H 4.651 -0.805 5.876
H 4.007 -2.062 3.191
H 2.727 -2.937 1.470
H 1.453 -4.137 0.304
H 1.753 -3.222 -1.180
H -0.982 -3.693 0.072
H -0.302 -4.575 -1.307
H -1.717 -2.935 -2.301
H -0.092 -2.226 -2.432
H -3.180 -1.556 -1.664
H -4.835 0.225 -1.356
S -1.257 2.438 -4.955
Sb -0.232 3.366 -3.171
S 0.876 0.553 -2.123
S -0.568 1.674 -1.177
S 1.993 2.071 -2.998
*
```